No. 1
The following is a quantum chemistry calculation of the ion C10H14F3N4O6S with charge +1 at a distorted geometry, from the OMol25 dataset.

Results
- Max |F|: 1.2 eV/A
- Gap between HOMO and LUMO: 8.948 eV
- Structure (SMILES): CC(=O)N(C(C)=O)[C@H]1NC(NCC=O)=[N+](S(=O)(=O)C(F)(F)F)CO1
- M: 375.30 u
- Highest occupied orbital energy: -13.4 eV
- Spin multiplicity: 1
- E_tot: -1757.3957 a.u.
- Charge: +1

XYZ file:
```
38
C10H14F3N4O6S, DFT the ωB97M-V functional and the def2-TZVPD basis
C -0.993 3.845 -0.757
C -0.068 2.779 -0.268
O 1.110 2.716 -0.459
N -0.733 1.678 0.496
C -0.397 1.764 1.927
C -1.417 2.472 2.767
O 0.616 1.285 2.341
C -0.383 0.426 -0.108
N -0.556 -0.702 0.810
C -0.082 -1.837 0.172
N 0.686 -2.659 0.806
C 1.203 -2.435 2.162
C 2.279 -1.338 2.209
O 3.097 -1.349 3.080
N -0.431 -2.019 -1.151
S 0.856 -2.402 -2.264
O 2.064 -2.301 -1.518
O 0.466 -3.574 -2.953
C 0.917 -1.022 -3.547
F 1.941 -1.359 -4.295
F -0.187 -1.007 -4.258
F 1.123 0.145 -2.989
C -1.520 -1.066 -1.516
O -1.171 0.262 -1.288
H -1.433 3.507 -1.698
H -1.809 4.007 -0.056
H -0.432 4.759 -0.933
H -0.900 3.131 3.463
H -2.100 3.058 2.158
H -1.987 1.734 3.334
H 0.668 0.414 -0.423
H -1.517 -0.810 1.133
H 0.992 -3.494 0.321
H 1.654 -3.362 2.505
H 0.386 -2.139 2.817
H 2.234 -0.549 1.434
H -2.373 -1.360 -0.901
H -1.803 -1.199 -2.554
```

Atom charges from the Mulliken analysis, given in e for atoms 1 to 2: C -1.161; C 0.711

No. 2
The following is a quantum chemistry calculation of a structure of composition C22H27BrCl2N7O3STb at a distorted geometry, from the OMol25 dataset.

Results
- Max |F|: 1.6 eV/A
- Gap between HOMO and LUMO (spin up / spin down): 6.799 / 6.825 eV
- M: 779.31 u
- Highest occupied orbital energy (spin up / spin down): -13.5 / -13.5 eV
- Spin multiplicity: 7
- E_tot: -6180.2973 a.u.
- Charge: +2

XYZ file:
```
64
C22H27BrCl2N7O3STb, DFT the ωB97M-V functional and the def2-TZVPD basis
Tb 0.114 0.021 0.063
Br -4.231 0.136 6.293
C -2.718 0.198 5.166
C -2.886 0.392 3.795
C -1.788 0.380 2.968
C -0.494 0.207 3.487
C -0.343 0.017 4.871
C -1.444 0.012 5.698
N 0.538 0.134 2.556
C 1.784 0.172 2.893
C 2.828 -0.113 1.926
C 4.168 0.022 2.298
C 5.160 -0.270 1.378
C 4.781 -0.711 0.118
C 3.429 -0.836 -0.169
N 2.457 -0.550 0.698
H -3.872 0.540 3.388
H -1.915 0.538 1.892
H 0.625 -0.174 5.305
H -1.324 -0.149 6.758
H 2.118 0.397 3.905
H 4.414 0.359 3.292
H 6.202 -0.155 1.641
H 5.518 -0.947 -0.632
H 3.110 -1.186 -1.146
N -0.383 0.263 -2.707
N -1.484 1.138 -2.837
C -2.550 1.012 -2.014
N -3.604 1.788 -2.229
S -2.564 -0.150 -0.790
H 0.467 0.738 -3.029
H -0.518 -0.568 -3.298
H -1.598 1.646 -3.711
H -3.626 2.500 -2.946
H -4.384 1.744 -1.590
C 0.497 4.712 2.656
C -0.396 5.372 1.611
C -0.322 4.670 0.237
C -1.329 5.340 -0.734
C -1.132 4.895 -2.178
C 1.064 4.863 -0.345
O 1.629 5.914 -0.411
N 1.673 3.717 -0.882
C 1.199 2.456 -0.750
O 1.792 1.458 -1.225
N 0.052 2.229 -0.103
C -0.743 3.224 0.396
O -1.787 2.870 0.915
H 0.363 5.213 3.612
H 1.546 4.786 2.370
H 0.238 3.659 2.781
H -0.091 6.411 1.479
H -1.433 5.347 1.946
H -1.204 6.420 -0.668
H -2.332 5.087 -0.392
H -0.196 5.280 -2.573
H -1.940 5.279 -2.795
H -1.121 3.807 -2.250
H 2.578 3.850 -1.323
Cl -0.410 -2.499 1.352
C -0.119 -3.521 -0.063
Cl 0.355 -2.434 -1.371
H -1.037 -4.047 -0.334
H 0.697 -4.218 0.139
```

Atom charges from the Mulliken analysis, given in e for atoms 1 to 2: Tb -0.594; Br -0.118

No. 3
The following is a quantum chemistry calculation of a structure of composition C35H43ClP2Si2Y at a distorted geometry, from the OMol25 dataset.

Results
- Max |F|: 4.0 eV/A
- Gap between HOMO and LUMO (spin up / spin down): 5.060 / 4.389 eV
- M: 706.21 u
- Highest occupied orbital energy (spin up / spin down): -7.9 / -7.1 eV
- Spin multiplicity: 1
- E_tot: -3119.4281 a.u.
- Charge: +1

XYZ file:
```
84
C35H43ClP2Si2Y, DFT the ωB97M-V functional and the def2-TZVPD basis
C -1.624 -4.593 1.500
C -0.331 -4.000 1.662
C -0.492 -2.805 2.429
H 0.615 -4.400 1.288
C -1.885 -2.652 2.731
C -2.586 -3.767 2.156
H -3.639 -4.017 2.278
H -1.852 -5.573 1.075
H 0.281 -2.114 2.760
H -2.295 -1.851 3.351
Y -1.664 -2.430 0.287
Si 1.225 3.313 0.318
C 2.546 3.998 -0.772
C 2.283 4.989 -1.729
H 1.251 5.256 -1.966
C 3.349 5.657 -2.354
H 3.128 6.467 -3.061
C 4.670 5.285 -2.064
H 5.500 5.806 -2.547
C 4.938 4.232 -1.175
H 5.964 3.912 -0.978
C 3.871 3.587 -0.535
H 4.073 2.768 0.160
C 0.596 4.819 1.200
C 1.566 5.633 1.834
H 2.626 5.368 1.770
C 1.193 6.777 2.547
H 1.959 7.401 3.030
C -0.169 7.116 2.649
H -0.461 8.008 3.208
C -1.141 6.312 2.035
H -2.208 6.577 2.112
C -0.762 5.153 1.340
H -1.518 4.505 0.890
H 2.023 2.647 1.348
Si 0.258 0.735 -0.218
C -0.412 0.531 1.498
C 0.608 0.719 2.470
H 1.645 0.475 2.228
C 0.337 1.382 3.678
H 1.153 1.623 4.358
C -0.969 1.743 4.003
H -1.181 2.213 4.978
C -2.003 1.486 3.098
H -3.028 1.732 3.364
C -1.731 0.912 1.836
H -2.540 0.851 1.098
C 1.816 -0.200 -0.566
C 2.503 -1.197 0.169
H 1.981 -1.885 0.853
C 3.909 -1.295 0.063
H 4.460 -2.019 0.672
C 4.623 -0.459 -0.802
H 5.707 -0.505 -0.869
C 3.929 0.427 -1.631
H 4.450 1.091 -2.320
C 2.533 0.499 -1.564
H 2.002 1.204 -2.211
H 0.231 2.130 -0.599
Cl -1.189 0.165 -1.667
C 0.966 -4.173 -2.280
P -0.766 -4.193 -1.750
C -1.157 -5.965 -1.846
C -1.678 -3.543 -3.270
C -3.210 -3.489 -3.080
P -3.794 -3.426 -1.304
C -5.253 -2.338 -1.391
C -4.585 -5.057 -1.091
H 1.376 -3.155 -2.205
H 1.048 -4.554 -3.307
H 1.507 -4.837 -1.596
H -1.220 -6.384 -0.838
H -2.105 -6.089 -2.369
H -0.354 -6.472 -2.401
H -1.242 -2.541 -3.445
H -1.382 -4.191 -4.115
H -3.645 -2.569 -3.496
H -3.707 -4.326 -3.593
H -6.099 -2.883 -1.829
H -5.528 -2.014 -0.378
H -5.040 -1.449 -1.997
H -5.476 -5.082 -1.737
H -3.904 -5.879 -1.344
H -4.875 -5.133 -0.034
```

Atom charges from the Mulliken analysis, given in e for atoms 1 to 2: C -0.363; C -0.815

No. 4
The following is a quantum chemistry calculation of the ion C8H12NS with charge +1 at a distorted geometry, from the OMol25 dataset.

Results
- Max |F|: 3.1 eV/A
- Gap between HOMO and LUMO (spin up / spin down): 7.383 / 7.363 eV
- M: 154.26 u
- Highest occupied orbital energy (spin up / spin down): -11.7 / -11.6 eV
- Spin multiplicity: 1
- E_tot: -764.6331 a.u.
- Charge: +1

XYZ file:
```
22
C8H12NS, DFT the ωB97M-V functional and the def2-TZVPD basis
C 1.203 2.192 -2.370
C 0.030 1.517 -2.016
C 2.193 2.074 -1.438
C 0.120 0.890 -0.784
C -0.900 0.190 -0.127
C -0.481 -1.709 0.604
C 0.883 -2.236 0.448
C -1.858 -0.270 2.136
N -0.729 -0.400 1.202
S 1.713 1.142 -0.090
H 1.322 2.750 -3.281
H -0.858 1.499 -2.619
H 3.186 2.477 -1.466
H -1.888 0.117 -0.547
H -1.356 -2.293 0.381
H 0.979 -3.158 1.027
H 1.640 -1.537 0.797
H 1.100 -2.493 -0.591
H -2.733 -0.768 1.721
H -1.611 -0.732 3.091
H -2.086 0.784 2.288
H 0.131 -0.035 1.636
```

Atom charges from the Mulliken analysis, given in e for atoms 1 to 2: C -0.336; C -0.737

No. 5
The following is a quantum chemistry calculation of a cluster of 2 separate species, C4H12 in total at a distorted geometry, from the OMol25 dataset.

Results
- Max |F|: 1.9 eV/A
- Gap between HOMO and LUMO: 12.662 eV
- Structure (SMILES): CC.CC
- M: 60.14 u
- Highest occupied orbital energy: -11.5 eV
- Spin multiplicity: 1
- E_tot: -159.5645 a.u.

XYZ file:
```
16
C4H12, DFT the ωB97M-V functional and the def2-TZVPD basis
C -1.174 1.029 0.413
C -1.808 1.632 -0.830
H -1.244 -0.064 0.428
H -0.161 1.222 0.762
H -1.776 1.313 1.287
H -1.538 1.091 -1.745
H -2.884 1.624 -0.721
H -1.336 2.589 -1.060
C 1.153 -1.691 0.736
C 1.849 -0.913 -0.416
H 0.853 -0.992 1.522
H 0.217 -2.227 0.574
H 1.890 -2.376 1.153
H 1.938 0.110 -0.073
H 1.264 -0.907 -1.339
H 2.756 -1.442 -0.690
```

Atom charges from the Mulliken analysis, given in e for atoms 1 to 2: C -0.726; C -0.888